16
Properties=species:S:1:pos:R:3 method="wB97M-V/def2-TZVPD" smiles=C#CC.CNN multiplicity=1 homo_energy_ev="-7.82 / -6.95" total_charge=0
H 1.990 -0.512 -2.902
N 1.327 1.345 0.679
H 1.028 0.974 -0.233
N 1.133 0.471 1.740
H -1.905 -1.349 -1.695
H -1.846 0.454 -1.834
H -0.207 -0.623 2.883
C 1.127 -0.467 -2.299
H -1.412 -0.607 2.028
H 0.793 2.189 0.865
H -1.425 -0.412 -0.258
C -1.360 -0.439 -1.442
H 1.769 -0.306 1.582
H -0.640 0.034 0.850
C 0.013 -0.503 -1.833
C -0.385 -0.248 1.869



16
Properties=species:S:1:pos:R:3 method="wB97M-V/def2-TZVPD" multiplicity=1 homo_energy_ev=-8.42 total_charge=0
H -1.422 1.726 -0.933
H 0.639 0.532 -1.903
N 2.112 0.083 1.457
H 0.086 2.612 -0.692
N -1.609 -0.909 -0.256
H 1.499 -1.775 2.336
H 0.513 -1.169 0.553
C 1.565 -0.946 1.652
H 0.061 -1.628 -1.242
C 0.360 0.480 -0.852
C -0.455 1.702 -0.435
C -0.224 -0.846 -0.540
H -1.941 -1.840 -0.047
H 1.323 0.524 -0.205
H -1.906 -0.262 0.461
H -0.601 1.716 0.646



16
Properties=species:S:1:pos:R:3 method="wB97M-V/def2-TZVPD" multiplicity=1 homo_energy_ev="-8.17 / -8.67" total_charge=0
H 0.468 2.140 -0.198
H -2.688 -0.641 -0.271
H 2.095 -0.327 1.447
N 0.043 1.348 -0.494
N -0.277 0.713 0.699
C 2.097 0.170 0.397
H 2.832 -0.274 -0.221
C -2.802 0.012 0.512
H 2.365 1.215 0.652
H 1.023 -1.137 -1.796
H -2.921 -0.227 1.617
H -3.004 1.141 0.348
C 0.717 0.110 -0.170
C 0.351 -1.136 -0.954
H 0.398 -2.092 -0.446
H -0.698 -1.016 -1.120



17
Properties=species:S:1:pos:R:3 method="wB97M-V/def2-TZVPD" multiplicity=1 homo_energy_ev="-7.92 / -8.19" total_charge=0
C 1.996 0.489 -0.279
H -2.111 0.555 -1.908
O 0.943 -1.495 -0.243
C -1.240 0.287 -1.305
H -1.710 -0.285 2.103
C -1.674 -0.289 0.004
H -0.633 1.180 -1.151
H 2.985 0.872 -0.035
H 0.812 -2.269 0.323
H 1.149 1.173 0.198
H -0.641 -0.415 -1.892
H 0.247 0.781 2.395
H -2.594 -0.862 0.004
N 1.723 -0.649 0.488
N 0.099 0.530 1.420
H 1.776 0.401 -1.345
C -1.128 -0.004 1.221



17
Properties=species:S:1:pos:R:3 method="wB97M-V/def2-TZVPD" smiles="NCCNCC=O" multiplicity=1 homo_energy_ev=-9.06 total_charge=0
H -0.878 -1.516 1.860
H 0.871 -1.628 0.397
N -0.740 0.456 2.487
H 1.553 0.056 0.554
C 0.465 1.061 -2.554
O -0.137 1.967 -3.152
H -1.141 -0.020 -2.382
H 0.064 1.173 2.960
C -0.119 -0.786 1.949
C 0.579 -0.539 0.507
H -1.273 -0.197 -0.031
N -0.363 -0.034 -0.466
C -0.112 -0.032 -1.916
H 0.534 -1.273 2.739
H -1.221 1.028 1.792
H 0.352 -0.946 -2.364
H 1.565 1.233 -2.382



17
Properties=species:S:1:pos:R:3 method="wB97M-V/def2-TZVPD" multiplicity=1 homo_energy_ev=-6.40 total_charge=0
H 0.026 1.733 1.283
H -0.641 0.736 -1.752
O -1.996 0.330 -0.885
H -2.854 -1.582 0.420
C 0.468 0.032 0.012
C -1.360 -0.223 0.036
N -1.943 -1.241 0.703
H 0.921 0.423 2.080
H 1.753 1.480 0.954
H 1.239 0.535 -2.065
C 0.801 0.974 1.145
H 1.900 -1.432 0.627
C 1.194 -1.118 -0.131
N 0.430 0.937 -1.599
H 0.997 -1.802 -0.948
H -1.472 -1.699 1.465
H 0.538 1.916 -1.344



Computed values of total energy (unit: eV) for the preceding records, in sequence: -7280.486, -7287.787, -7284.755, -9332.440, -9335.125, -9334.795.